{"formula": "C40H97N3O20S", "method": "wB97M-V/def2-TZVPD", "elements": ["C", "C", "N", "C", "C", "C", "C", "C", "C", "C", "N", "C", "C", "C", "C", "C", "C", "C", "C", "N", "C", "C", "C", "S", "H", "H", "H", "H", "H", "H", "H", "H", "H", "H", "H", "H", "H", "H", "H", "H", "H", "C", "O", "H", "H", "H", "H", "C", "O", "H", "H", "H", "H", "C", "O", "H", "H", "H", "H", "C", "O", "H", "H", "H", "H", "C", "O", "H", "H", "H", "H", "C", "O", "H", "H", "H", "H", "C", "O", "H", "H", "H", "H", "C", "O", "H", "H", "H", "H", "C", "O", "H", "H", "H", "H", "C", "O", "H", "H", "H", "H", "C", "O", "H", "H", "H", "H", "C", "O", "H", "H", "H", "H", "C", "O", "H", "H", "H", "H", "C", "O", "H", "H", "H", "H", "C", "O", "H", "H", "H", "H", "C", "O", "H", "H", "H", "H", "C", "O", "H", "H", "H", "H", "C", "O", "H", "H", "H", "H", "C", "O", "H", "H", "H", "H", "C", "O", "H", "H", "H", "H"], "coordinates": [[5.6753, -1.7268, -1.4435], [5.3779, -0.4513, -0.7010], [4.8443, -0.5526, 0.4466], [5.7497, 0.8851, -1.2917], [4.6440, 1.4960, -2.1674], [4.9089, 1.6357, -3.4928], [3.9690, 2.1455, -4.3414], [2.7762, 2.5203, -3.8371], [2.4662, 2.4056, -2.5030], [3.4255, 1.8891, -1.6311], [1.1836, 2.8169, -2.0577], [0.1102, 2.2357, -2.7964], [-0.9241, 1.5714, -2.1799], [-1.9125, 1.0159, -2.9650], [-3.0306, 0.2660, -2.3158], [-3.5143, 0.7292, -1.1139], [-4.5484, 0.1185, -0.4536], [-5.0082, -1.0486, -1.1232], [-4.4126, -1.4196, -2.2860], [-3.4411, -0.8042, -2.9556], [-1.8917, 1.1307, -4.3193], [-0.8736, 1.7810, -4.9343], [0.1078, 2.3234, -4.1606], [1.4915, 3.1730, -4.8685], [5.6827, -2.5473, -0.7341], [6.6967, -1.6538, -1.8109], [4.9637, -1.9347, -2.2365], [4.7349, 0.3667, 0.8747], [6.6140, 0.7661, -1.9357], [5.9472, 1.5585, -0.4638], [5.8483, 1.3301, -3.9234], [4.1804, 2.2480, -5.3908], [3.1661, 1.7836, -0.5887], [1.0900, 2.6497, -1.0629], [-0.9443, 1.4959, -1.1094], [-3.0669, 1.6074, -0.6825], [-4.9267, 0.5200, 0.4696], [-5.8129, -1.6388, -0.7190], [-4.7672, -2.3385, -2.7393], [-2.6777, 0.6734, -4.8950], [-0.7919, 1.8866, -6.0054], [1.6049, -0.6122, 1.8518], [0.9553, 0.6284, 1.5374], [1.9802, -1.0595, 0.9427], [2.4375, -0.4195, 2.5308], [0.8954, -1.2933, 2.3218], [0.6496, 0.9684, 2.3873], [4.5938, -0.5456, 5.4563], [3.8412, -0.2100, 4.2640], [3.9206, -0.5282, 6.3057], [5.0231, -1.5436, 5.3560], [5.3894, 0.1827, 5.6093], [4.4654, -0.2320, 3.5315], [0.5298, 2.3231, -8.7141], [-0.6705, 1.7478, -8.2016], [1.3696, 1.8096, -8.2542], [0.5825, 2.1979, -9.7986], [0.5832, 3.3864, -8.4670], [-1.4097, 2.2055, -8.6106], [8.6627, 0.0930, 6.8239], [7.9324, 0.4269, 5.6432], [7.9724, 0.1151, 7.6652], [9.0879, -0.9030, 6.7304], [9.4600, 0.8186, 6.9912], [8.5524, 0.4043, 4.9100], [-8.2211, 1.2720, -1.3161], [-8.2170, 0.6193, -2.5822], [-9.2021, 1.7105, -1.1602], [-8.0070, 0.5456, -0.5273], [-7.4666, 2.0638, -1.3084], [-7.3415, 0.2416, -2.7091], [1.2084, 2.3938, 5.4636], [1.0363, 1.8213, 4.1697], [0.2489, 2.7898, 5.7855], [1.5391, 1.6333, 6.1744], [1.9372, 3.2067, 5.4278], [1.8903, 1.4709, 3.8880], [2.5756, -3.8259, -1.2739], [2.1785, -2.5139, -0.8946], [1.6874, -4.4140, -1.4839], [3.1933, -3.7720, -2.1755], [3.1394, -4.2943, -0.4610], [2.9778, -2.0049, -0.7165], [-1.0394, -3.3986, 1.7507], [0.2027, -3.9502, 2.1726], [-1.5614, -3.0069, 2.6199], [-0.8646, -2.5892, 1.0367], [-1.6469, -4.1771, 1.2847], [0.6430, -4.2869, 1.3862], [-6.7491, 4.3894, 1.1032], [-8.0094, 3.8552, 1.5313], [-5.9634, 3.8538, 1.6310], [-6.6243, 4.2458, 0.0273], [-6.6844, 5.4434, 1.3386], [-8.6943, 4.3359, 1.0584], [8.8036, 3.7044, -3.0979], [7.6418, 3.0884, -2.5501], [9.6759, 3.2318, -2.6540], [8.8370, 3.5684, -4.1822], [8.8195, 4.7722, -2.8657], [6.8736, 3.5095, -2.9471], [0.7367, -1.9639, 5.1208], [1.9040, -1.5474, 5.8133], [0.0117, -2.3226, 5.8487], [0.3059, -1.1206, 4.5710], [0.9769, -2.7693, 4.4220], [2.5337, -1.2336, 5.1488], [-0.6294, -6.6439, -2.1330], [0.6482, -6.5803, -1.4875], [-0.6615, -5.8740, -2.9010], [-0.7639, -7.6208, -2.5960], [-1.4245, -6.4665, -1.4099], [0.6624, -7.2648, -0.8145], [12.0531, -1.2565, 7.3580], [11.3439, -0.9296, 6.1652], [11.3473, -1.2311, 8.1849], [12.4842, -2.2577, 7.2873], [12.8478, -0.5303, 7.5445], [11.9728, -0.9542, 5.4393], [-1.9400, 5.4689, -3.2936], [-2.0146, 4.8254, -4.5573], [-2.9256, 5.8696, -3.0635], [-1.6526, 4.7549, -2.5155], [-1.2184, 6.2904, -3.3183], [-1.1384, 4.4761, -4.7478], [-11.6025, 2.3467, 0.5707], [-11.1550, 2.7165, 1.8740], [-12.6341, 2.0115, 0.6400], [-11.5462, 3.2075, -0.1019], [-10.9831, 1.5330, 0.1888], [-10.2414, 3.0065, 1.7857], [-4.7463, 7.8605, 0.9303], [-5.3172, 6.7559, 0.2307], [-5.3684, 8.0655, 1.7979], [-3.7339, 7.6221, 1.2649], [-4.7191, 8.7474, 0.2930], [-4.7614, 6.5818, -0.5337], [-3.8534, -7.7466, 0.3881], [-3.3289, -7.9653, -0.9191], [-3.5528, -6.7516, 0.7079], [-4.9447, -7.8043, 0.3805], [-3.4558, -8.4825, 1.0914], [-3.5976, -8.8453, -1.1947], [0.9324, -7.6473, -5.6260], [-0.2155, -8.2511, -5.0366], [1.8119, -8.1647, -5.2528], [0.8992, -7.7379, -6.7150], [0.9963, -6.5913, -5.3506], [-0.9868, -7.7867, -5.3711], [-14.8756, 2.8033, 3.2191], [-13.8226, 3.1634, 4.1010], [-15.7331, 2.5093, 3.8196], [-15.1577, 3.6499, 2.5860], [-14.5781, 1.9613, 2.5868], [-13.0690, 3.4181, 3.5572], [4.7230, -3.6493, 2.6241], [4.7615, -4.7848, 1.7614], [5.6947, -3.1625, 2.5915], [3.9589, -2.9453, 2.2839], [4.5099, -3.9597, 3.6511], [3.8981, -5.2039, 1.7988]], "forces_ev_per_angstrom": [[0.46, 0.29, 0.47], [-0.30, -0.08, 0.25], [-0.13, -0.19, 0.35], [-0.71, -0.09, -0.48], [0.76, -0.66, 1.87], [0.73, -0.15, -1.02], [0.58, -0.04, -0.83], [-2.08, 0.74, -0.50], [0.06, -0.02, 1.22], [-0.46, 0.17, -0.65], [0.18, -0.56, -0.15], [0.27, 0.28, 1.15], [0.09, 0.20, 0.05], [-0.86, -0.39, 1.47], [1.78, 1.01, -0.96], [-0.24, 0.81, 1.19], [0.05, -1.31, -1.48], [-0.32, 1.39, 1.85], [-0.53, -1.68, -1.28], [-0.66, -0.14, 0.73], [-0.89, -0.59, -0.92], [0.45, 0.28, -0.99], [1.60, 0.73, -0.33], [0.09, 0.28, -0.61], [-0.30, -0.15, 0.10], [-0.03, -0.06, -0.52], [0.06, 0.10, -0.29], [-0.10, 0.09, -0.05], [0.31, 0.22, 0.20], [0.33, 0.17, 0.02], [0.28, -0.11, 0.20], [-0.04, -0.01, -0.28], [0.14, -0.13, 0.22], [-0.13, -0.02, -0.02], [0.05, -0.19, 0.37], [0.08, 0.25, -0.02], [-0.25, -0.16, 0.17], [-0.10, -0.18, 0.04], [-0.04, -0.06, -0.13], [-0.15, -0.08, -0.11], [-0.19, -0.15, -0.14], [-0.22, 0.44, 0.13], [0.10, -0.14, -0.04], [-0.06, 0.00, -0.15], [-0.03, -0.25, -0.02], [0.13, -0.17, -0.02], [-0.21, 0.26, -0.15], [0.40, 0.36, -0.28], [0.24, 0.03, 0.51], [-0.09, 0.03, -0.04], [0.01, 0.00, 0.07], [0.07, -0.08, 0.04], [-0.10, -0.11, -0.10], [-0.27, 0.05, -0.06], [0.14, 0.00, -0.07], [-0.03, -0.03, 0.05], [0.11, 0.03, 0.00], [0.12, 0.00, -0.02], [-0.06, -0.03, 0.02], [-0.18, 0.05, -0.15], [-0.10, 0.04, 0.08], [-0.09, 0.07, -0.08], [0.06, -0.01, 0.15], [0.05, -0.08, 0.13], [0.01, -0.01, -0.02], [0.44, -0.26, -0.35], [-0.17, 0.06, 0.03], [-0.03, -0.04, -0.05], [-0.07, 0.19, 0.19], [-0.06, 0.06, 0.23], [0.01, -0.01, -0.04], [0.13, -0.20, -0.12], [0.06, 0.00, -0.09], [-0.04, -0.01, -0.05], [-0.01, 0.05, 0.07], [-0.02, 0.03, 0.09], [0.08, -0.02, 0.18], [0.19, 0.31, 0.04], [-0.13, 0.08, 0.00], [-0.02, 0.03, 0.02], [0.04, -0.28, 0.01], [0.07, -0.15, -0.15], [-0.02, 0.02, 0.11], [0.30, -0.11, -0.29], [0.02, -0.05, 0.17], [0.07, -0.02, 0.09], [-0.18, 0.03, 0.00], [-0.20, 0.10, -0.04], [0.05, 0.08, -0.02], [-0.46, -0.18, 0.08], [-0.07, -0.23, -0.03], [-0.05, -0.05, 0.03], [0.13, 0.07, 0.01], [0.07, 0.04, -0.02], [0.08, 0.16, -0.02], [-0.30, 0.05, -0.03], [0.19, 0.02, -0.01], [-0.03, -0.04, 0.03], [0.12, 0.04, 0.00], [0.12, 0.01, -0.04], [-0.09, -0.06, 0.05], [0.22, 0.09, -0.14], [-0.04, -0.02, 0.09], [0.04, 0.01, 0.05], [-0.14, -0.09, 0.00], [-0.20, -0.02, -0.05], [-0.36, -0.10, -0.05], [0.14, -0.14, 0.34], [-0.01, 0.17, -0.10], [0.12, 0.02, 0.01], [-0.13, 0.06, -0.09], [-0.11, 0.01, -0.12], [0.02, -0.04, 0.00], [0.07, 0.03, -0.28], [0.20, -0.04, -0.03], [-0.05, 0.02, -0.03], [0.01, 0.00, 0.12], [0.01, -0.04, 0.12], [-0.01, -0.01, -0.04], [0.19, -0.18, -0.16], [-0.10, 0.19, 0.04], [-0.03, -0.01, -0.05], [0.00, 0.09, 0.08], [-0.03, 0.03, 0.13], [-0.04, -0.08, -0.01], [0.38, 0.15, 0.24], [-0.26, 0.09, -0.10], [0.00, 0.02, 0.07], [-0.10, -0.12, -0.16], [-0.15, -0.04, -0.17], [0.09, -0.13, 0.25], [0.08, -0.14, -0.25], [0.20, 0.29, -0.01], [-0.04, -0.04, -0.01], [0.00, 0.10, 0.07], [0.02, 0.07, 0.10], [-0.04, -0.04, -0.04], [-0.01, -0.22, -0.20], [-0.06, 0.06, 0.15], [0.02, 0.00, -0.05], [0.00, 0.06, 0.12], [-0.04, 0.07, 0.10], [0.03, -0.01, -0.08], [-0.28, 0.06, 0.00], [0.13, -0.07, -0.07], [-0.03, -0.03, 0.04], [0.12, 0.03, -0.01], [0.12, 0.00, -0.03], [-0.07, -0.03, 0.03], [0.33, 0.11, -0.01], [-0.10, 0.05, -0.05], [0.01, 0.00, 0.04], [-0.11, -0.07, -0.05], [-0.13, -0.02, -0.04], [0.12, -0.11, 0.07], [-0.35, -0.19, -0.06], [0.18, 0.08, -0.02], [0.03, -0.05, -0.08], [0.08, 0.13, 0.11], [0.02, 0.13, 0.04], [-0.01, -0.04, 0.00]], "relative_energy_ev": 0.000, "lumo_energy_ev": 0.28, "orbital_gap_ev": 8.116}